(1)
Computed, not measured: a cluster of 2 separate species, C14H21Br2F3O6P2 in total at a distorted geometry, with ωB97M-V/def2-TZVPD.

Geometry as ORCA input:
```
! wB97M-V def2-TZVPD RIJCOSX def2/J DEFGRID3
* xyz 0 1
C -2.52832 0.17876 -1.25282
C -1.55301 0.70534 -0.82812
C -0.37328 1.33574 -0.26076
C 0.59946 0.39776 0.48284
P 2.30106 0.79828 -0.16934
O 2.56605 2.21757 0.08494
O 3.38663 -0.10988 0.54139
O 2.34351 0.47021 -1.72613
O 0.74530 0.86554 1.84109
C 1.27819 -0.14729 2.55953
O 1.71727 -0.08564 3.64805
O 1.22878 -1.28702 1.81537
C 0.23281 -1.05909 0.74900
C -1.13431 -1.26514 1.45366
C -1.09692 -2.34895 2.52331
C -2.49496 -2.73216 2.93106
F -2.46542 -3.63694 3.95629
F -3.20863 -1.64741 3.36448
F -3.20159 -3.30182 1.91063
P 0.59079 -2.36353 -0.55618
C -0.85311 -3.50581 -0.53780
C 0.44597 -1.57074 -2.23654
C -0.62528 -2.16188 -3.15432
H -3.37810 -0.20841 -1.75968
H 0.16966 1.83537 -1.05889
H -0.66719 2.12137 0.43125
H 3.09121 -1.02027 0.70405
H 3.19006 0.78899 -2.06846
H -1.39767 -0.32813 1.93977
H -1.90330 -1.43630 0.71432
H -0.54949 -3.23558 2.23098
H -0.62394 -1.98223 3.42766
H -0.91112 -4.05119 0.39333
H -0.66306 -4.23146 -1.31803
H -1.77305 -2.96757 -0.73668
H 1.41733 -1.70180 -2.69751
H 0.27109 -0.50593 -2.17561
H -0.52654 -1.68929 -4.12704
H -0.53764 -3.23268 -3.28131
H -1.60846 -1.89335 -2.78385
Br 1.41014 5.12723 -2.79824
C 1.36329 6.03961 -1.07845
C 0.97135 5.10642 0.03260
Br -0.93946 4.71839 -0.00483
H 0.68020 6.87515 -1.18833
H 2.37216 6.41173 -0.91819
H 1.15555 5.56425 1.00153
H 1.48600 4.14976 -0.02002
*
```

Output
ΔE to the lowest compared entry with this formula, charge and spin: 0.00 kJ/mol
lowest unoccupied orbital energy: 0.33 eV
HOMO energy: -9.112 eV
HOMO-LUMO gap: 9.440 eV
SMILES: C#CC[C@@]1(P(=O)(O)O)OC(=O)O[C@]1(CCC(F)(F)F)P(C)CC.BrCCBr
molecular weight: 564.1 u

Mulliken population analysis, charges in e, atoms 1 to 2: C -0.249; C -0.702

=====

(2)
Computed, not measured: a structure of composition C4H7F6IrN3O5S2 at a distorted geometry, with ωB97M-V/def2-TZVPD.

Geometry as ORCA input:
```
! wB97M-V def2-TZVPD RIJCOSX def2/J DEFGRID3
* xyz 1 1
Ir 0.63245 -0.32336 0.51463
F 1.23287 -0.26345 -4.25402
C 0.66749 0.45194 -3.30449
F 1.56801 0.75274 -2.37033
F 0.15239 1.55689 -3.80238
S -0.69647 -0.57497 -2.54481
O -0.06032 -1.29323 -1.41260
O -1.22534 -1.37829 -3.57915
N -1.74276 0.47762 -2.01243
S -1.64694 0.97500 -0.54877
O -1.96445 -0.03953 0.46843
O -0.36752 1.65403 -0.24161
C -2.99329 2.24460 -0.47764
F -2.91812 2.81366 0.71291
F -2.81425 3.13316 -1.42930
F -4.14668 1.62697 -0.62405
N -0.21222 -1.24587 2.54211
N 0.15995 -2.02622 1.40881
H 0.12334 -1.63721 3.41708
H -1.21850 -1.10105 2.54425
H -0.65021 -2.44377 0.94074
H 0.83427 -2.76224 1.61649
C 2.82105 -0.02889 2.53958
C 2.48867 -0.24639 1.08041
O 3.23498 -0.33545 0.15958
H 3.80051 0.44161 2.59405
H 2.87032 -1.00685 3.02306
H 2.07077 0.57854 3.03946
*
```

Output
ΔE to the lowest compared entry with this formula, charge and spin: 220.80 kJ/mol
lowest unoccupied orbital energy (alpha / beta): -5.78 / -5.81 eV
HOMO energy (alpha / beta): -13.527 / -13.535 eV
HOMO-LUMO gap (alpha / beta): 7.746 / 7.726 eV
molecular weight: 547.5 u

Mulliken population analysis, charges in e, atoms 1 to 2: Ir 1.005; F -0.194

=====

(3)
Computed, not measured: a cluster of 2 separate species, C5H10O in total at a distorted geometry, with ωB97M-V/def2-TZVPD.

Geometry as ORCA input:
```
! wB97M-V def2-TZVPD RIJCOSX def2/J DEFGRID3
* xyz 0 1
O 0.87765 0.57373 1.92705
C 0.60714 -0.40638 0.91774
C 1.14749 0.05053 -0.43589
C 0.17648 0.62861 -1.15092
C -1.07152 0.66479 -0.35574
C -0.91473 -0.38448 0.74270
H 1.81425 0.79426 1.87780
H 0.97989 -1.38513 1.24708
H 2.20344 0.16888 -0.63466
H -0.03888 -1.53701 -1.66192
H 0.21013 1.22612 -2.05588
H -0.45730 1.59901 -0.06413
H -2.06908 0.93242 -0.71537
H -0.76471 -1.45346 -1.79936
H -1.41352 -0.08110 1.66709
H -1.28672 -1.39080 0.49442
*
```

Output
ΔE to the lowest compared entry with this formula, charge and spin: 324.79 kJ/mol
lowest unoccupied orbital energy: 1.06 eV
HOMO energy: -8.527 eV
HOMO-LUMO gap: 9.587 eV
SMILES: O[C@@H]1C=CCC1.[H][H]
molecular weight: 86.1 u

Mulliken population analysis, charges in e, atoms 1 to 2: O -0.536; C 0.281

=====

(4)
Computed, not measured: the ion C3H6N3O2 with charge +1 at a distorted geometry, with ωB97M-V/def2-TZVPD.

Geometry as ORCA input:
```
! wB97M-V def2-TZVPD RIJCOSX def2/J DEFGRID3
* xyz 1 1
C -0.21850 0.52238 -0.10686
C 1.09162 0.97341 -0.10840
C -2.12208 -0.30889 0.14461
N -1.83058 1.15654 0.01778
N 2.14460 0.12148 -0.07845
N -0.73035 -0.70116 -0.00805
O 1.84764 -1.17269 0.07037
O 3.27927 0.41694 -0.13012
H 1.40042 2.06379 -0.13547
H -2.42695 -0.58126 1.24399
H -2.76444 -0.77771 -0.55512
H -1.99800 1.64832 -0.88118
H -0.15924 -1.66584 -0.05806
H 2.48659 -1.69532 0.58492
*
```

Output
ΔE to the lowest compared entry with this formula, charge and spin: 547.40 kJ/mol
lowest unoccupied orbital energy: -5.64 eV
HOMO energy: -14.339 eV
HOMO-LUMO gap: 8.701 eV
SMILES: O=[N+](O)C=C1NCN1
molecular weight: 116.1 u

Mulliken population analysis, charges in e, atoms 1 to 2: C 0.671; C -0.811

=====

Q: What is the ΔE to the lowest compared entry with this formula, charge and spin in the first record?
A: 0.00 kJ/mol